Entry 1:
ORCA calculation (wB97M-V/def2-TZVPD) on a single C3H2OS molecule in a non-equilibrium geometry.

Geometry as XYZ:
```
7
Properties=species:S:1:pos:R:3:mulliken_charge:R:1
S 1.6508 -0.7215 -0.0741 -0.2292
O 0.7076 1.6765 -0.0493 -0.4428
C -1.9070 -0.4528 -0.0301 0.2530
C 0.4321 0.5339 -0.0717 0.4020
C -0.8300 -0.0679 -0.1723 -0.5640
H -2.7497 -1.0425 0.1873 0.4249
H 2.6962 0.0743 0.2102 0.1562
```

energy above the lowest of the compared OMol25 structures with the same formula, charge and spin: 0.885 eV
SMILES: C#CC(=O)S
spin multiplicity: 1

Entry 2:
ORCA calculation (wB97M-V/def2-TZVPD) on C7H22NNaO7 as an isolated structure in a non-equilibrium geometry.

Geometry as XYZ:
```
38
Properties=species:S:1:pos:R:3:mulliken_charge:R:1
Na 1.0830 1.0021 -0.3002 0.9903
O 5.2320 6.0079 0.3529 -0.6354
O 1.7109 -3.4455 -1.1917 -0.5381
O -3.4478 1.1707 0.7253 -0.5044
O 1.4267 0.2096 4.5822 -0.5159
O 4.6450 4.0378 0.4959 -0.6793
O 3.2865 5.4017 -0.3541 -0.6885
O 0.2125 1.7254 -4.7503 -0.5068
N 4.3336 5.1786 0.2171 1.0125
C -0.7166 1.5651 -5.7861 -0.1650
C -1.1416 0.1089 -5.6924 -1.0548
C 0.9708 -4.6023 -0.7057 -0.2623
C 1.2299 1.2484 5.5648 -0.2534
C 0.4852 0.4975 6.7819 -0.9202
C -0.4203 -4.4683 -1.2026 -0.8723
C -4.4372 0.1270 1.0726 -0.4938
H 1.4963 -5.4381 -1.1675 0.2671
H 0.9459 -4.7169 0.3780 0.2481
H 0.9351 -0.4156 7.1717 0.3007
H -1.5407 2.2724 -5.6923 0.2879
H -3.9849 1.9663 0.7120 0.3087
H -1.5165 -0.2299 -4.7266 0.2704
H -1.8384 -0.2192 -6.4638 0.3386
H -5.2181 0.6669 1.6081 0.2614
H -0.9754 -3.5945 -0.8614 0.2670
H -0.3893 -4.5750 -2.2869 0.2538
H -0.1938 -0.4223 -5.7797 0.2769
H 0.6005 2.0498 5.1779 0.2472
H -0.5332 0.1865 6.5491 0.2586
H 2.2522 -3.7445 -1.9260 0.3074
H 2.2076 1.6217 5.8694 0.2562
H -4.8194 -0.1964 0.1043 0.2251
H 0.4083 1.1581 7.6455 0.3243
H 2.2194 -0.2636 4.8453 0.3019
H -3.9663 -0.6227 1.7082 0.2024
H 0.6872 2.5397 -4.9325 0.3039
H -0.9003 -5.4109 -0.9394 0.3299
H -0.3286 1.6235 -6.8031 0.2496
```

energy above the lowest of the compared OMol25 structures with the same formula, charge and spin: 4.371 eV
spin multiplicity: 1

Entry 3:
ORCA calculation (wB97M-V/def2-TZVPD) on a 9-piece molecular cluster, C19H49N10O22P2 overall.

Geometry as XYZ:
```
102
Properties=species:S:1:pos:R:3:mulliken_charge:R:1
P -1.8956 0.4638 -2.8249 1.4322
P -3.0598 -1.8662 -6.1454 0.1879
O 2.3715 3.5538 -11.5339 -0.5410
O 1.9354 -0.1054 3.9940 -0.5247
O 3.3227 0.9621 -9.1242 -0.5860
O 0.6686 -3.1853 4.0376 -0.5411
O -3.2890 1.1466 5.1160 -0.4998
O 2.6554 -0.5512 9.2329 -0.5638
O -1.2223 -2.6077 -4.4148 -0.1887
O -1.1297 -3.3361 5.2071 -0.5225
O -1.0597 -4.0113 -2.8638 -0.4358
O 1.0077 4.8414 -10.4756 -0.5120
O 4.4839 -0.3643 8.1165 -0.5533
O -1.0199 0.8199 -4.3146 -0.6058
O -2.4350 2.8988 6.0373 -0.5521
O -1.4577 -6.7071 8.6121 -0.5296
O 8.7807 1.2264 10.4688 -0.5274
O 1.8399 1.7219 -7.7567 -0.5261
O -2.6773 -2.9532 -7.0824 -0.7091
O 7.3803 2.7306 11.1119 -0.5284
O -0.8679 -0.3343 0.4903 -0.6040
O 3.0624 1.0883 2.6050 -0.5516
O -2.7277 -0.8507 -3.8619 -0.7177
O -3.5241 -6.2821 9.0485 -0.5302
N 7.6554 1.6376 10.6614 0.8631
N 2.5330 0.0554 2.9423 0.9411
N 1.9786 4.6446 -11.1709 0.8741
N -2.4230 -5.9729 8.6441 0.8798
N -1.8184 -3.2544 -3.3472 0.2360
N 3.2997 -0.6228 8.2070 0.9711
N -2.5666 1.6997 5.9167 0.9203
N -1.5852 1.8391 0.7386 -0.2177
N 2.1853 1.2720 -8.8263 0.9718
N -0.5101 -3.4300 4.1642 0.8805
C 0.6953 -0.7850 -5.0020 -0.6211
C 1.2645 -1.1417 -3.6337 -1.1895
C -3.8821 2.5120 -2.1307 -0.8104
C -2.9783 2.1019 0.2995 -0.5254
C -1.7485 0.8416 6.8200 -0.7527
C 2.6170 -1.0960 2.0042 -0.5421
C 2.6036 -1.0582 6.9679 -0.6287
C -3.2087 1.7386 -3.2865 -0.9439
C -1.5461 0.2510 2.6622 -0.5067
C -3.0320 3.0128 -0.9437 -0.7417
C -0.7588 -0.2824 -5.1300 1.6229
C -1.8964 -1.3417 -4.7867 0.9108
C -1.3134 0.5396 1.1996 0.0397
C -1.2297 -3.8660 2.9390 -0.6974
C -0.9100 0.2170 -6.5733 -2.4369
C 6.5147 0.7414 10.3257 -0.6695
C 1.1394 1.0765 -9.8682 -0.6178
C -2.2261 -4.5843 8.1440 -0.5457
C 2.7494 5.8411 -11.6080 -0.7132
H -1.9635 -0.1947 6.5872 0.2671
H -0.9591 2.0094 -0.0419 0.3976
H 2.6914 -0.2623 6.2344 0.2731
H 2.0664 6.4741 -12.1661 0.2754
H 1.1370 0.0213 -10.1248 0.3246
H 1.5684 -1.2564 7.2165 0.2266
H -4.7336 1.9457 -1.7383 0.3657
H -4.3160 3.4148 -2.5746 0.4245
H -3.4848 1.1592 0.0803 0.3732
H -0.7075 1.0894 6.6331 0.2983
H -0.1188 0.9395 -6.7739 0.3078
H -3.4689 3.9618 -0.6182 0.3620
H 3.6720 -1.3013 1.8478 0.3057
H 0.8342 -2.0535 -3.2241 0.1551
H -2.5317 -0.1936 2.8140 0.3132
H 0.8133 -1.6349 -5.6825 0.3507
H 2.1486 -0.7915 1.0710 0.2576
H -2.0223 3.2586 -1.2762 0.4854
H -1.9036 -4.6477 7.1095 0.1729
H 1.0862 -0.3349 -2.9217 0.1260
H -3.9917 1.1560 -3.7802 0.1533
H 2.3461 -1.2812 -3.7230 0.4977
H 3.1043 -1.9531 6.6113 0.2830
H -2.2681 -4.0436 3.1905 0.2982
H -1.8674 0.7265 -6.6826 0.3523
H -1.0983 1.4050 -2.0794 -0.2053
H 5.9483 0.5901 11.2395 0.2830
H 3.0821 6.3501 -10.7085 0.2813
H -0.8478 -0.6022 -7.2981 0.5417
H -0.7835 -0.4788 2.9400 -0.0958
H -1.4463 -4.1335 8.7503 0.2719
H 1.3032 0.0358 -5.3938 0.2521
H -3.4377 -0.6766 -6.7920 0.0367
H 5.9010 1.2454 9.5875 0.2765
H -0.7432 -4.7664 2.5766 0.3051
H -2.8392 2.4399 -4.0374 0.4244
H -3.5109 2.5848 1.1233 0.3704
H -0.9632 -0.5686 -2.5091 -0.3821
H 3.5808 5.5039 -12.2143 0.3105
H -3.1674 -4.0565 8.2373 0.2971
H -1.1294 -3.0666 2.2066 0.2349
H 6.9133 -0.1872 9.9381 0.3038
H 2.1017 -1.9347 2.4553 0.1301
H 0.1897 1.3890 -9.4505 0.2477
H -4.1935 -2.1550 -5.3657 0.0372
H -2.7012 0.0678 -1.6975 -0.1695
H -2.0183 1.0979 7.8400 0.3356
H 1.4378 1.6904 -10.7128 0.2131
H -1.4539 1.1334 3.2881 0.3323
```

charge: -1
spin multiplicity: 1

Entry 4:
ORCA calculation (wB97M-V/def2-TZVPD) on C35H28CrN6O5S as an isolated structure in a non-equilibrium geometry.

Geometry as XYZ:
```
76
Properties=species:S:1:pos:R:3:mulliken_charge:R:1
Cr -1.1174 -0.5616 0.8060 -0.3990
S 0.5135 0.1499 -2.2360 1.1980
O 0.9035 -1.2328 -2.1522 -0.7790
O 0.1221 0.4771 1.9995 0.0231
O 1.6438 2.0083 2.5266 -0.7411
O -0.1830 0.5923 -3.4238 -0.7280
O 2.1754 -1.0749 0.9460 -0.6091
N -2.3682 -0.6848 2.2770 -0.4845
N -2.0335 -1.7186 -0.7185 1.0011
N -5.0943 1.5973 4.9458 -0.5621
N -0.3392 0.4654 -0.9176 0.5114
N -1.7370 1.5916 0.4126 0.2982
N -2.9044 -2.0301 6.4383 -0.5455
C 2.7575 -0.7850 3.3132 -1.6998
C -2.1916 2.6881 1.0198 -0.5336
C -4.1331 0.5457 -2.6880 -0.5548
C -3.4635 -1.2639 -4.1126 -0.8159
C -3.1548 -1.2837 5.5930 0.0161
C 1.9693 1.1527 -2.1612 -0.2294
C -3.4762 -0.0057 -1.6281 -0.9181
C -0.2624 -2.9231 2.6412 0.3604
C -1.2023 4.0678 -0.6281 -0.5570
C -1.5795 -3.6689 -2.0284 -1.1958
C 2.3926 1.7116 -0.9635 -0.6498
C 3.4834 2.5638 -0.9518 -0.5562
C 2.5218 -0.1306 1.9541 1.9499
C -0.5772 -4.7836 0.6104 -0.6590
C -0.6767 -2.4776 1.3871 -0.5657
C -0.8717 -3.4382 0.4000 0.8583
C -0.7059 2.9484 -1.2595 -1.1985
C -4.1093 -0.0735 -3.9580 -0.7097
C 5.3298 3.8219 -2.1105 -1.4122
C -0.9056 1.7006 -0.6404 0.7264
C -3.4563 -0.3599 4.5469 -0.1333
C -2.1701 -3.1278 -3.1188 -0.9791
C -2.7924 -1.8637 -3.0231 1.4010
C 2.6289 1.4437 -3.3469 -1.0161
C 0.0108 -4.2656 2.8769 -1.0446
C 3.7896 0.5733 1.5034 -1.5401
C -2.8602 -0.5225 3.3055 0.9001
C 3.7263 2.2905 -3.3208 -0.9220
C 4.1621 2.8684 -2.1305 1.1200
C -1.5143 -2.9288 -0.8258 1.3227
C -4.3624 0.7208 4.7676 0.0588
C -0.1254 -5.1981 1.8514 -0.8260
C -1.9241 3.9556 0.5597 -0.9312
C -2.7450 -1.2030 -1.7826 0.1896
C 1.3490 0.8723 2.1733 -0.0655
H 3.5619 -1.5246 3.2402 0.4394
H 5.0134 4.8122 -1.7762 0.3242
H -2.1893 -3.6610 -4.0643 0.4093
H 1.8575 -1.2717 3.6790 0.2975
H 4.6618 -0.0440 1.7386 0.4387
H 2.0583 -1.9453 1.3342 0.2979
H 4.2462 2.5160 -4.2457 0.3037
H 3.7944 3.0000 -0.0066 0.4954
H 3.0465 -0.0208 4.0376 0.4111
H -1.1178 -4.6443 -2.0728 0.3324
H 5.7791 3.9251 -3.1002 0.3462
H -2.8239 2.5209 1.8854 0.4739
H -0.1781 -2.2165 3.4563 0.7838
H 1.8614 1.4949 -0.0447 0.6564
H -0.7230 -5.5142 -0.1767 0.3312
H -2.2841 4.8246 1.0937 0.4486
H 6.1027 3.4775 -1.4181 0.3201
H -0.1784 3.0214 -2.2018 0.5885
H -4.6780 1.4714 -2.5505 0.4352
H -3.5127 0.4594 -0.6537 0.4303
H 0.3178 -4.5877 3.8669 0.4541
H -4.6091 0.3912 -4.7981 0.3830
H -3.4492 -1.7695 -5.0737 0.3884
H 3.8785 1.5364 2.0069 0.2157
H -1.0159 5.0455 -1.0597 0.4221
H 0.0925 -6.2431 2.0309 0.3709
H 2.2791 1.0146 -4.2802 0.4570
H 3.7661 0.7307 0.4244 0.3719
```

<S²>: 3.795
charge: -1
energy above the lowest of the compared OMol25 structures with the same formula, charge and spin: 0.694 eV
spin multiplicity: 4

Short version: calculated total energy = -588.85029 -1023.36918 -3638.07204 -3498.10501 Eh, in the order given.